Record 1
This record from OMol25 describes C17H26BIN7OTi as an isolated structure at a distorted geometry. The level of theory is the ωB97M-V functional and the def2-TZVPD basis.

Last column: Mulliken charge in e.
Atoms and positions in Å:
Ti  -0.3266  -0.5150  -1.1922  0.483
C  -1.7495  -3.9458  -0.5673  -1.324
C  -1.7248  -2.8352  0.5016  0.335
C  -2.0571  -2.9367  1.8357  -0.986
C  -1.6728  -1.7267  2.4384  0.873
C  -1.8031  -1.4029  3.8626  -1.538
N  -1.0763  -0.9756  1.5062  0.132
N  -1.1369  -1.6027  0.2933  0.686
B  -0.0940  0.1560  1.7190  -0.421
N  1.2632  -0.2021  1.1219  0.369
N  1.3387  -0.8127  -0.1163  0.264
C  2.6653  -1.0502  -0.3692  0.492
C  3.0775  -1.8718  -1.6395  -1.223
C  3.4094  -0.5849  0.6791  -1.206
C  2.5025  0.0548  1.5644  0.819
C  2.7929  0.9966  2.6929  -1.324
N  -0.6386  1.3810  0.8304  0.363
N  -1.1122  1.0862  -0.4125  0.587
C  -1.8890  2.1615  -0.8237  0.433
C  -2.6604  2.3599  -2.1318  -1.462
C  -1.7966  3.1201  0.1769  -0.990
C  -0.9914  2.6126  1.1928  0.623
C  -0.6028  3.3399  2.4227  -1.412
H  -2.2947  -3.6869  -1.4666  0.289
H  -2.2967  -4.8313  -0.1561  0.352
H  -0.7238  -4.3077  -0.7858  0.257
H  -2.6236  -3.7332  2.2747  0.474
H  -2.5066  -2.1133  4.2813  0.414
H  -2.2090  -0.4275  4.2365  0.311
H  -0.8641  -1.5807  4.3859  0.336
H  -0.0519  0.3534  2.8991  -0.044
H  2.1952  -2.1030  -2.2456  0.199
H  3.4753  -2.8626  -1.3110  0.352
H  3.8477  -1.3783  -2.2722  0.328
H  4.4650  -0.4833  0.6563  0.498
H  3.8184  0.9647  2.9027  0.443
H  2.3778  0.5984  3.6370  0.344
H  2.3947  1.9522  2.5085  0.260
H  -2.0764  2.0813  -2.9910  0.291
H  -2.8748  3.4203  -2.2373  0.392
H  -3.5864  1.8064  -2.0291  0.325
H  -2.2246  4.1162  0.2222  0.505
H  -1.4833  3.6335  3.0255  0.376
H  -0.1241  4.2523  2.1047  0.421
H  0.0299  2.8094  3.1454  0.258
N  1.5287  1.8004  -3.7259  -0.304
C  1.0545  0.5794  -3.7585  0.874
O  0.7464  0.0886  -2.6275  -0.445
C  1.0280  -0.2214  -5.0001  -1.050
I  -2.0726  -1.1706  -2.9437  -0.128
H  1.5909  2.4102  -2.9418  0.215
H  1.9143  2.1882  -4.5773  0.237
H  0.6311  -1.2142  -4.8663  0.303
H  1.1974  0.2529  -5.9291  0.345

2S+1   2
Orbital gap (alpha / beta)   7.49 / 6.57 eV
Expectation value of S²   0.7554
Lowest unoccupied orbital energy (alpha / beta)   -7.392 / -8.319 eV
Charge   +2
E   -2293.5563 a.u.
E_HOMO (alpha / beta)   -0.5471 / -0.5471 hartree

=====

Record 2
This record from OMol25 describes C17H26Cl3N3ORuSSi3 as an isolated structure. The level of theory is the ωB97M-V functional and the def2-TZVPD basis.

Last column: Mulliken charge in e.
Atoms and positions in Å:
Ru  -0.1691  -0.0305  0.0937  0.521
O  -1.0394  -1.4060  -1.1646  -0.506
N  -2.1418  -2.0363  -0.7772  0.372
C  -2.8700  -2.6311  -1.7473  -0.201
C  -3.9786  -3.3675  -1.4439  -0.788
C  -4.3494  -3.4930  -0.0976  -0.155
C  -3.6106  -2.8615  0.8658  -0.873
C  -2.4817  -2.0851  0.5347  0.611
S  -1.5459  -1.2187  1.6640  -0.441
H  -2.4887  -2.4605  -2.7427  0.396
H  -4.5464  -3.8261  -2.2396  0.399
H  -5.2202  -4.0731  0.1786  0.356
H  -3.8752  -2.9203  1.9120  0.418
C  2.1714  1.0124  4.0647  -1.192
Si  0.7627  1.6004  2.9515  -0.132
C  0.5416  3.4664  3.0251  -0.966
C  -0.7398  0.9070  3.8173  -1.234
N  1.0216  1.0753  1.2907  0.481
C  2.1638  1.5158  0.6546  0.726
C  3.1954  2.2495  1.2669  -0.262
C  4.3102  2.6674  0.5699  -1.187
C  4.4219  2.3674  -0.7861  -1.157
C  3.4210  1.6570  -1.4153  -0.261
C  2.2756  1.2085  -0.7264  0.839
N  1.2369  0.5068  -1.2860  0.425
Si  1.1972  0.3414  -3.0324  -0.299
C  2.6889  -0.6406  -3.6536  -1.162
C  -0.2433  -0.6070  -3.7592  -0.948
C  1.1010  2.0260  -3.8655  -0.976
H  1.8896  1.1853  5.1076  0.336
H  3.1438  1.4762  3.8945  0.405
H  2.2920  -0.0664  3.9327  0.314
H  0.3399  3.7759  4.0548  0.368
H  -0.3276  3.7368  2.4193  0.267
H  1.3901  4.0368  2.6529  0.364
H  -0.8028  1.4540  4.7645  0.377
H  -0.6397  -0.1516  4.0571  0.305
H  -1.6719  1.0575  3.2782  0.261
H  3.1300  2.4945  2.3175  0.145
H  5.0876  3.2246  1.0784  0.372
H  5.2902  2.6877  -1.3498  0.369
H  3.5318  1.4386  -2.4663  0.137
H  2.7215  -1.5979  -3.1263  0.313
H  3.6575  -0.1598  -3.5214  0.394
H  2.5594  -0.8550  -4.7188  0.319
H  -0.1900  -1.6678  -3.5233  0.216
H  -0.1598  -0.4847  -4.8452  0.480
H  -1.2095  -0.2199  -3.4377  0.100
H  1.9341  2.6891  -3.6374  0.362
H  0.1852  2.5266  -3.5392  0.270
H  1.0460  1.8994  -4.9509  0.368
Cl  -2.7763  1.4850  -1.9419  -0.419
Si  -1.4355  1.7406  -0.3223  0.471
Cl  -2.7739  2.4353  1.1558  -0.389
Cl  -0.4547  3.5119  -0.8394  -0.306

2S+1   2
Orbital gap (alpha / beta)   6.13 / 6.47 eV
Expectation value of S²   0.7692
Lowest unoccupied orbital energy (alpha / beta)   2.592 / 2.377 eV
Charge   -1
E   -3645.4075 a.u.
E_HOMO (alpha / beta)   -0.1299 / -0.1503 hartree

=====

Record 3
This record from OMol25 describes C17H26F6MoNOP as an isolated structure at a distorted geometry. The level of theory is the ωB97M-V functional and the def2-TZVPD basis.

Last column: Mulliken charge in e.
Atoms and positions in Å:
C  -1.8948  2.0403  -2.7991  -0.802
C  -0.5569  2.3321  -2.5241  -0.773
C  0.1079  1.6751  -1.4719  0.725
C  -0.5937  0.7376  -0.7219  1.111
C  -1.9542  0.4918  -0.9457  0.853
C  -2.6063  1.1319  -2.0070  -0.757
C  1.5586  1.8976  -1.1587  -1.695
C  1.9627  1.8229  0.3405  0.112
N  1.8388  3.1017  0.9888  0.042
Mo  0.6065  -0.5226  0.6095  -2.382
C  -2.6201  -0.4445  0.0209  -1.042
P  -1.5398  -0.4062  1.5434  1.291
H  0.0010  3.0658  -3.1229  0.505
H  -3.6531  0.8980  -2.1969  0.548
H  -2.3913  2.5138  -3.6457  0.457
H  -2.6101  -1.4950  -0.3315  0.355
H  -3.6360  -0.1366  0.3125  0.751
H  2.1530  1.1127  -1.6639  0.527
H  1.8690  2.8706  -1.5677  0.409
H  1.4588  0.9987  1.0029  0.699
C  -2.1709  -1.7622  2.5275  -1.210
C  -2.1019  1.0942  2.3835  -1.387
H  3.0421  1.6209  0.3559  0.825
C  0.5239  3.6748  1.1413  -0.721
C  2.6934  3.3132  2.1381  -0.930
H  0.4185  -0.7916  2.3544  0.129
H  0.6335  4.7029  1.5252  0.465
H  0.0008  3.7227  0.1755  0.237
H  -0.1070  3.1169  1.8639  0.142
H  2.6218  4.3607  2.4587  0.341
H  2.4226  2.6719  2.9973  0.342
H  3.7383  3.1078  1.8649  0.343
H  -3.1623  0.9891  2.6383  0.489
H  -1.4988  1.2204  3.2913  0.407
H  -1.9674  1.9703  1.7434  0.381
H  -3.2656  -1.7177  2.5719  0.451
H  -1.8426  -2.7111  2.0834  0.381
H  -1.7504  -1.6760  3.5352  0.473
H  1.2063  -0.3449  2.2274  0.281
C  -0.1978  -4.3439  -1.9892  -1.799
C  0.6022  -3.2715  -1.2338  0.385
O  -0.1913  -2.3772  -0.6302  -0.423
C  1.5585  -4.0184  -0.2078  0.776
F  2.1942  -5.1035  -0.7560  -0.237
F  2.5244  -3.2194  0.3224  -0.232
F  0.8147  -4.4876  0.8292  -0.255
C  1.5283  -2.5812  -2.3126  0.842
F  2.2813  -3.4846  -3.0187  -0.244
F  0.7513  -1.9246  -3.2213  -0.261
F  2.3924  -1.6536  -1.8150  -0.219
H  -0.8536  -4.8615  -1.2841  0.433
H  0.4754  -5.0656  -2.4688  0.423
H  -0.8146  -3.8554  -2.7528  0.438

2S+1   3
Orbital gap (alpha / beta)   6.32 / 5.38 eV
Expectation value of S²   2.0326
Lowest unoccupied orbital energy (alpha / beta)   -9.304 / -10.292 eV
Charge   +2
E   -1801.3636 a.u.
E_HOMO (alpha / beta)   -0.5741 / -0.5760 hartree

=====

Record 4
This record from OMol25 describes C17H26GeMoN4O4Se as an isolated structure. The level of theory is the ωB97M-V functional and the def2-TZVPD basis.

Last column: Mulliken charge in e.
Atoms and positions in Å:
Mo  -0.6141  -0.2621  -0.1144  -0.635
N  -0.1931  -0.3515  2.1330  -0.092
C  1.1489  -0.7231  2.6406  -0.513
C  1.8979  0.4479  3.2681  -0.805
C  1.9088  1.7125  2.4091  -0.212
N  0.6382  2.4535  2.5415  -0.599
H  -0.5266  0.4922  2.5898  0.236
H  -0.8403  -1.1209  2.2867  0.306
H  1.7180  -1.1193  1.8019  0.158
H  1.0428  -1.5160  3.3873  0.358
H  2.9240  0.1178  3.4588  0.396
H  1.4536  0.6981  4.2392  0.315
H  2.0515  1.4352  1.3610  -0.013
H  2.7587  2.3398  2.6952  0.420
H  0.2901  2.6180  1.5976  0.283
H  0.8036  3.3617  2.9556  0.236
O  3.2344  0.2141  -1.4802  -0.839
C  2.0315  -0.0148  -1.3618  0.356
O  1.4526  -0.2434  -0.2071  -0.307
C  1.1126  -0.0771  -2.5159  0.085
C  1.5773  0.1461  -3.8014  -0.353
C  0.7245  0.0560  -4.8783  -1.091
C  -0.6426  -0.2985  -4.6446  1.317
C  -1.5687  -0.4481  -5.6832  -0.646
C  -2.8916  -0.7946  -5.4424  -0.554
C  -3.3030  -1.0045  -4.1307  -0.542
C  -2.4119  -0.8618  -3.0792  -0.310
C  -1.0712  -0.5019  -3.2963  -0.590
N  -0.2080  -0.3503  -2.2453  0.096
H  2.6274  0.3859  -3.9063  0.460
H  1.0620  0.2392  -5.8923  0.299
H  -1.2252  -0.2810  -6.7004  0.291
H  -3.5900  -0.9026  -6.2652  0.343
H  -4.3296  -1.2861  -3.9198  0.385
H  -2.7191  -1.0527  -2.0617  0.482
O  -0.9340  2.7935  -1.8844  -0.395
N  -0.1353  3.0021  -0.9902  -0.056
O  0.1921  1.9889  -0.2747  -0.230
Se  -1.2646  -2.5130  0.1142  -0.777
C  -4.6575  -1.5461  0.2113  -1.237
Ge  -4.0963  0.3262  0.1939  0.474
C  -5.0524  1.2301  -1.2741  -1.119
C  -4.7977  1.1185  1.8708  -1.376
C  -2.2210  0.7376  0.0438  0.500
H  -5.7419  -1.5883  0.3525  0.422
H  -4.1577  -2.0841  1.0164  0.312
H  -4.3947  -2.0487  -0.7197  0.377
H  -6.1303  1.0550  -1.2183  0.343
H  -4.6782  0.8704  -2.2334  0.296
H  -4.8654  2.3046  -1.2246  0.372
H  -5.8848  1.0165  1.9300  0.368
H  -4.5422  2.1790  1.9177  0.387
H  -4.3531  0.6239  2.7367  0.356
H  -2.1246  1.8202  -0.0304  0.259

2S+1   3
Orbital gap (alpha / beta)   4.27 / 6.64 eV
Expectation value of S²   2.0532
Lowest unoccupied orbital energy (alpha / beta)   4.963 / 4.918 eV
Charge   -2
E   -5729.9299 a.u.
E_HOMO (alpha / beta)   0.0256 / -0.0633 hartree